# 1
Entry from the OMol25 dataset: the ion C4H8NO2 with charge -1 (ωB97M-V/def2-TZVPD).

Geometry (Å):
C1 -0.59 -1.25 -0.32
C2 0.45 -0.14 -0.51
C3 -0.19 1.18 -1.04
O1 -1.57 1.41 -0.70
N1 1.33 0.18 0.59
C4 1.17 -0.18 1.84
O2 0.31 -0.91 2.41
H1 -1.58 -0.84 -0.21
H2 -0.37 -1.85 0.55
H3 -0.67 -1.99 -1.12
H4 1.10 -0.40 -1.36
H5 -0.14 1.17 -2.13
H6 0.40 2.06 -0.73
H7 -1.61 1.29 0.26
H8 1.95 0.28 2.47

Values from the calculation:
SMILES: C[C@@H](CO)/N=C\[O-]
E_HOMO, eV: -3.3
Kohn-Sham gap, eV: 7.281
Net charge: -1
E_LUMO, eV: 4.026

Atom charges from the Mulliken analysis, given in e for atoms 1 to 6: -1.07 0.41 -0.70 -0.59 -0.71 -0.09

***

# 2
Entry from the OMol25 dataset: a cluster of 20 separate species, C75H203N13O28 in total (ωB97M-V/def2-TZVPD).

Geometry (Å):
C1 -3.60 6.19 3.83
O1 -2.87 4.95 3.78
H1 -2.90 6.89 3.38
H2 -4.44 6.22 3.13
H3 -3.88 6.60 4.80
H4 -2.05 5.09 4.27
C2 -2.98 1.13 3.87
O2 -2.06 0.28 3.18
H5 -3.89 1.27 3.30
H6 -3.28 0.88 4.89
H7 -2.42 2.06 3.83
H8 -1.79 0.79 2.41
C3 -0.16 -4.14 -2.14
O3 -0.65 -5.44 -2.48
H9 0.93 -4.15 -2.06
H10 -0.32 -3.60 -3.08
H11 -0.60 -3.70 -1.25
H12 -0.94 -5.81 -1.64
C4 -0.43 -3.43 2.39
O4 -0.38 -4.79 2.06
H13 -0.48 -2.77 1.52
H14 -1.21 -3.24 3.13
H15 0.48 -3.25 2.96
H16 -0.47 -5.29 2.88
C5 -7.78 2.98 1.03
O5 -6.52 2.83 1.66
H17 -8.01 2.10 0.44
H18 -8.55 3.08 1.80
H19 -7.80 3.83 0.34
H20 -6.63 2.04 2.19
C6 -6.58 0.44 -2.16
O6 -6.34 0.36 -3.54
H21 -7.64 0.28 -1.92
H22 -5.92 -0.21 -1.59
H23 -6.21 1.43 -1.87
H24 -5.46 -0.03 -3.61
C7 -5.13 -1.59 2.45
O7 -3.85 -2.00 2.87
H25 -5.74 -2.42 2.09
H26 -5.74 -1.11 3.21
H27 -4.99 -0.83 1.68
H28 -3.35 -1.21 3.08
C8 3.16 1.17 -2.83
O8 3.69 2.16 -1.98
C9 4.98 2.59 -2.40
C10 5.42 3.82 -1.59
N1 4.41 4.88 -1.72
C11 4.39 5.88 -0.61
C12 3.39 7.11 -0.84
O9 2.10 6.73 -0.58
C13 1.15 7.79 -0.71
H29 3.62 0.23 -2.54
H30 3.25 1.31 -3.91
H31 2.09 1.08 -2.61
H32 5.00 2.86 -3.46
H33 5.71 1.84 -2.12
H34 6.41 4.07 -1.96
H35 5.53 3.55 -0.54
H36 3.59 4.29 -1.60
H37 5.41 6.23 -0.54
H38 4.11 5.37 0.31
H39 3.47 7.42 -1.89
H40 3.64 7.96 -0.20
H41 0.15 7.36 -0.61
H42 1.24 8.29 -1.67
H43 1.19 8.58 0.04
C14 2.55 3.13 6.97
O10 1.40 3.50 6.24
C15 0.20 3.70 7.00
C16 -0.99 4.13 6.09
N2 -0.80 5.42 5.53
C17 -1.32 6.45 6.41
C18 -1.00 7.80 5.74
O11 0.35 8.01 5.45
C19 0.62 9.41 5.21
H44 2.95 3.89 7.65
H45 3.39 2.97 6.28
H46 2.39 2.23 7.55
H47 0.43 4.40 7.80
H48 -0.09 2.80 7.54
H49 -1.92 4.02 6.63
H50 -1.05 3.31 5.37
H51 0.19 5.59 5.47
H52 -0.77 6.34 7.35
H53 -2.37 6.27 6.66
H54 -1.36 8.62 6.37
H55 -1.66 7.89 4.88
H56 1.60 9.40 4.74
H57 0.70 10.06 6.09
H58 -0.06 9.84 4.47
C20 9.00 -4.72 4.16
O12 8.45 -4.66 2.85
C21 8.81 -5.85 2.09
C22 8.08 -5.90 0.76
N3 6.74 -6.55 0.86
C23 5.82 -5.69 1.55
C24 4.39 -6.15 1.67
O13 3.53 -5.47 0.69
C25 2.33 -6.16 0.48
H59 10.08 -4.73 4.30
H60 8.72 -5.56 4.80
H61 8.60 -3.90 4.75
H62 8.42 -6.69 2.65
H63 9.88 -6.00 1.97
H64 8.77 -6.53 0.20
H65 8.00 -4.93 0.28
H66 6.32 -6.64 -0.05
H67 5.94 -4.70 1.09
H68 6.27 -5.53 2.53
H69 3.92 -5.94 2.63
H70 4.23 -7.22 1.48
H71 1.95 -6.35 1.49
H72 2.44 -7.10 -0.06
H73 1.57 -5.54 -0.01
C26 7.59 0.96 0.45
O14 6.96 -0.10 1.13
C27 7.42 -0.26 2.47
C28 6.92 -1.63 3.13
N4 5.50 -1.57 3.54
C29 5.06 -2.88 4.04
C30 3.56 -2.82 4.45
O15 3.36 -4.12 4.91
C31 2.04 -4.34 5.40
H74 7.39 1.87 1.02
H75 7.13 1.14 -0.53
H76 8.67 0.82 0.51
H77 7.04 0.57 3.07
H78 8.51 -0.22 2.48
H79 7.48 -1.95 4.00
H80 7.08 -2.39 2.36
H81 5.00 -1.22 2.74
H82 5.79 -3.25 4.76
H83 5.16 -3.56 3.19
H84 2.87 -2.54 3.66
H85 3.39 -2.15 5.29
H86 1.51 -3.50 5.84
H87 2.10 -5.12 6.16
H88 1.44 -4.76 4.59
C32 -2.99 -5.40 -8.07
O16 -3.54 -5.09 -6.78
C33 -2.62 -4.53 -5.85
C34 -3.34 -4.21 -4.48
N5 -4.56 -3.44 -4.74
C35 -5.63 -3.71 -3.76
C36 -6.99 -3.21 -4.27
O17 -7.45 -3.99 -5.33
C37 -8.81 -3.69 -5.62
H89 -2.34 -6.28 -8.05
H90 -2.40 -4.55 -8.42
H91 -3.79 -5.61 -8.77
H92 -2.19 -3.63 -6.30
H93 -1.80 -5.23 -5.66
H94 -2.72 -3.69 -3.74
H95 -3.63 -5.10 -3.92
H96 -4.86 -3.75 -5.66
H97 -5.39 -3.23 -2.81
H98 -5.70 -4.78 -3.62
H99 -6.82 -2.18 -4.60
H100 -7.73 -3.26 -3.47
H101 -9.40 -3.90 -4.73
H102 -9.08 -4.37 -6.42
H103 -8.93 -2.65 -5.92
C38 0.94 0.21 5.50
O18 2.19 0.64 5.17
C39 2.49 0.62 3.76
C40 1.67 1.69 2.92
N6 1.64 3.03 3.60
C41 0.65 3.93 3.00
C42 0.98 4.38 1.55
O19 0.56 3.39 0.63
C43 0.86 3.64 -0.74
H104 0.81 0.25 6.58
H105 0.70 -0.85 5.34
H106 0.22 0.89 5.05
H107 2.31 -0.37 3.35
H108 3.55 0.87 3.76
H109 0.62 1.43 2.76
H110 2.10 1.90 1.94
H111 1.54 2.85 4.59
H112 0.65 4.84 3.60
H113 -0.36 3.57 3.20
H114 2.05 4.51 1.41
H115 0.60 5.40 1.50
H116 1.88 3.81 -1.08
H117 0.32 4.52 -1.09
H118 0.36 2.81 -1.25
C44 8.81 6.18 -4.06
O20 7.44 6.10 -4.50
C45 6.49 6.98 -3.92
C46 5.20 6.76 -4.73
N7 4.62 5.44 -4.60
C47 3.33 5.36 -5.26
C48 2.66 3.91 -5.02
O21 1.31 3.94 -5.38
C49 0.61 2.70 -5.32
H119 9.33 5.35 -4.53
H120 8.87 6.21 -2.97
H121 9.30 7.11 -4.34
H122 6.85 8.01 -4.00
H123 6.27 6.71 -2.88
H124 5.39 6.94 -5.78
H125 4.54 7.57 -4.38
H126 4.62 5.20 -3.62
H127 3.41 5.60 -6.32
H128 2.62 6.08 -4.86
H129 2.65 3.77 -3.94
H130 3.19 3.19 -5.63
H131 0.90 2.11 -4.45
H132 0.80 2.19 -6.26
H133 -0.45 2.93 -5.40
C50 4.05 0.33 0.83
O22 3.88 -0.95 1.36
C51 3.60 -2.02 0.41
C52 4.74 -2.51 -0.42
N8 4.28 -3.67 -1.18
C53 5.28 -4.20 -2.05
C54 4.90 -5.63 -2.53
O23 5.20 -6.53 -1.50
C55 4.82 -7.86 -1.67
H134 3.09 0.67 0.44
H135 4.78 0.52 0.04
H136 4.26 1.01 1.66
H137 2.80 -1.70 -0.26
H138 3.11 -2.87 0.89
H139 5.59 -2.84 0.18
H140 5.11 -1.80 -1.15
H141 3.95 -4.44 -0.61
H142 6.25 -4.31 -1.57
H143 5.59 -3.56 -2.88
H144 5.52 -5.79 -3.41
H145 3.85 -5.66 -2.83
H146 5.22 -8.35 -2.56
H147 3.74 -7.97 -1.69
H148 5.18 -8.36 -0.77
C56 -9.43 -0.78 1.13
C57 -9.87 -1.36 -0.24
C58 -9.25 -2.72 -0.62
O24 -7.84 -2.61 -0.85
C59 -7.13 -3.78 -0.60
N9 -11.37 -1.47 -0.19
H149 -8.35 -0.85 1.27
H150 -9.89 -1.34 1.95
H151 -9.80 0.24 1.24
H152 -9.59 -0.71 -1.06
H153 -9.65 -3.16 -1.53
H154 -9.56 -3.49 0.09
H155 -6.06 -3.68 -0.82
H156 -7.58 -4.47 -1.30
H157 -7.25 -4.16 0.42
H158 -11.83 -1.82 -1.02
H159 -11.74 -0.53 -0.15
C60 -3.14 1.46 -4.50
C61 -3.19 -0.02 -4.78
C62 -1.76 -0.59 -5.07
O25 -1.43 -0.23 -6.37
C63 -0.22 -0.75 -6.94
N10 -3.85 -0.69 -3.65
H160 -2.62 1.75 -3.59
H161 -4.12 1.92 -4.40
H162 -2.62 2.03 -5.28
H163 -3.89 -0.27 -5.58
H164 -1.81 -1.68 -5.06
H165 -1.16 -0.18 -4.25
H166 -0.37 -1.83 -7.04
H167 0.66 -0.61 -6.31
H168 0.04 -0.26 -7.87
H169 -3.24 -0.65 -2.85
H170 -3.95 -1.66 -3.92
C64 -3.97 3.35 -1.18
C65 -3.37 4.19 -0.05
C66 -3.94 5.65 -0.13
O26 -3.80 6.35 -1.33
C67 -2.45 6.87 -1.51
N11 -3.64 3.42 1.20
H171 -5.02 3.16 -0.96
H172 -3.53 2.35 -1.24
H173 -3.93 3.84 -2.16
H174 -2.30 4.29 -0.23
H175 -3.59 6.15 0.78
H176 -5.02 5.64 0.00
H177 -2.29 7.60 -0.72
H178 -2.45 7.49 -2.40
H179 -1.59 6.20 -1.57
H180 -4.63 3.25 1.21
H181 -3.46 4.02 1.99
C68 -3.31 -6.97 -1.40
C69 -2.75 -6.13 -0.17
C70 -3.61 -6.30 1.14
O27 -4.92 -5.78 0.95
C71 -5.53 -5.79 2.28
N12 -1.32 -6.50 0.01
H182 -2.75 -6.91 -2.34
H183 -4.29 -6.62 -1.71
H184 -3.34 -8.03 -1.18
H185 -2.81 -5.07 -0.45
H186 -3.12 -5.77 1.95
H187 -3.69 -7.35 1.42
H188 -4.98 -5.22 3.03
H189 -5.75 -6.81 2.59
H190 -6.52 -5.36 2.14
H191 -1.37 -7.45 0.35
H192 -0.89 -5.87 0.67
C72 -0.04 -0.08 -0.02
C73 -1.35 0.63 -0.17
C74 -2.47 -0.37 0.03
O28 -2.54 -1.32 -1.11
C75 -3.33 -2.43 -0.79
N13 -1.34 1.60 0.90
H193 0.79 0.61 -0.20
H194 0.12 -0.87 -0.75
H195 0.08 -0.52 0.97
H196 -1.44 1.19 -1.10
H197 -3.41 0.18 0.01
H198 -2.33 -0.94 0.95
H199 -3.43 -3.03 -1.69
H200 -4.29 -2.11 -0.39
H201 -2.83 -3.09 -0.08
H202 -2.14 2.22 0.93
H203 -0.54 2.19 0.75

Values from the calculation:
E_HOMO, eV: -7.9
Kohn-Sham gap, eV: 8.277
Net charge: 0
E_LUMO, eV: 0.418

Atom charges from the Mulliken analysis, given in e for atoms 1 to 6: -1.12 -0.31 0.34 0.39 0.33 0.43

***

# 3
Entry from the OMol25 dataset: a cluster of 6 separate species, C6H12Cl12 in total (ωB97M-V/def2-TZVPD).

Geometry (Å):
Cl1 20.43 -0.60 -13.21
C1 20.84 0.51 -11.88
Cl2 19.76 0.29 -10.49
H1 21.86 0.29 -11.59
H2 20.76 1.52 -12.24
Cl3 16.79 -4.46 -15.10
C2 16.52 -3.19 -13.89
Cl4 16.04 -3.87 -12.32
H3 17.43 -2.62 -13.73
H4 15.73 -2.55 -14.27
Cl5 18.77 -6.67 -6.83
C3 20.09 -5.63 -6.28
Cl6 21.56 -6.54 -5.87
H5 20.31 -4.94 -7.09
H6 19.75 -5.09 -5.41
Cl7 12.60 -1.06 -6.58
C4 12.80 -0.01 -8.01
Cl8 13.74 1.44 -7.65
H7 13.34 -0.55 -8.77
H8 11.80 0.25 -8.32
Cl9 17.63 -2.56 -3.94
C5 16.47 -2.65 -5.26
Cl10 14.94 -3.36 -4.67
H9 16.23 -1.68 -5.68
H10 16.86 -3.29 -6.04
Cl11 18.24 -3.40 -8.37
C6 17.30 -2.13 -9.17
Cl12 15.62 -2.11 -8.65
H11 17.76 -1.16 -9.02
H12 17.32 -2.34 -10.23

Values from the calculation:
SMILES: ClCCl.ClCCl.ClCCl.ClCCl.ClCCl.ClCCl
E_HOMO, eV: -10.8
Kohn-Sham gap, eV: 11.075
Net charge: 0
E_LUMO, eV: 0.306

Atom charges from the Mulliken analysis, given in e for atoms 1 to 6: -0.14 -0.31 -0.10 0.29 0.29 -0.16

***

# 4
Entry from the OMol25 dataset: a structure of composition C20H24BrN2PdS2 (ωB97M-V/def2-TZVPD).

Geometry (Å):
Pd1 0.06 0.12 0.10
C1 4.30 0.00 2.20
C2 2.84 0.09 1.85
S1 2.55 0.09 0.13
C3 1.89 0.14 2.81
C4 2.21 0.03 4.28
S2 0.18 0.29 2.55
H1 4.89 -0.02 1.28
H2 4.52 -0.91 2.76
H3 4.61 0.86 2.79
H4 3.27 -0.01 4.48
H5 1.75 -0.88 4.67
H6 1.78 0.88 4.82
Br1 -2.54 0.19 -0.19
C5 -2.57 2.13 -0.14
C6 -3.80 2.73 -0.05
C7 -3.88 4.12 0.02
C8 -2.73 4.87 0.01
C9 -1.46 4.26 -0.04
C10 -0.28 5.03 0.00
C11 0.94 4.41 0.00
C12 1.04 3.02 -0.10
C13 -0.08 2.21 -0.20
C14 -1.35 2.84 -0.12
H7 -4.70 2.13 -0.04
H8 -4.85 4.60 0.08
H9 -2.79 5.95 0.07
H10 -0.35 6.11 0.05
H11 1.85 5.00 0.06
H12 2.03 2.57 -0.11
C15 1.39 -2.79 -0.01
C16 1.35 -4.33 -0.04
N1 -0.03 -4.80 -0.03
C17 -0.71 -4.27 -1.20
C18 -0.68 -2.72 -1.19
N2 0.02 -2.24 0.00
C19 -0.67 -2.75 1.19
C20 -0.68 -4.30 1.17
H13 1.90 -2.39 -0.89
H14 1.91 -2.42 0.87
H15 1.86 -4.75 0.83
H16 1.83 -4.72 -0.94
H17 -1.74 -4.65 -1.19
H18 -0.21 -4.67 -2.09
H19 -1.70 -2.32 -1.18
H20 -0.17 -2.33 -2.08
H21 -1.68 -2.34 1.20
H22 -0.15 -2.37 2.07
H23 -1.71 -4.68 1.18
H24 -0.16 -4.71 2.03

Values from the calculation:
E_HOMO (alpha / beta), eV: -2.6 / -2.6
Kohn-Sham gap (alpha / beta), eV: 5.206 / 5.193
Net charge: -1
E_LUMO (alpha / beta), eV: 2.624 / 2.614

Atom charges from the Mulliken analysis, given in e for atoms 1 to 6: -0.65 -1.75 0.62 -0.46 0.53 -1.46

***

- net charge of number 2 (C75H203N13O28)?
  0

***

Repeat the fourth record exactly.
Entry from the OMol25 dataset: a structure of composition C20H24BrN2PdS2 (ωB97M-V/def2-TZVPD).

Geometry (Å):
Pd1 0.06 0.12 0.10
C1 4.30 0.00 2.20
C2 2.84 0.09 1.85
S1 2.55 0.09 0.13
C3 1.89 0.14 2.81
C4 2.21 0.03 4.28
S2 0.18 0.29 2.55
H1 4.89 -0.02 1.28
H2 4.52 -0.91 2.76
H3 4.61 0.86 2.79
H4 3.27 -0.01 4.48
H5 1.75 -0.88 4.67
H6 1.78 0.88 4.82
Br1 -2.54 0.19 -0.19
C5 -2.57 2.13 -0.14
C6 -3.80 2.73 -0.05
C7 -3.88 4.12 0.02
C8 -2.73 4.87 0.01
C9 -1.46 4.26 -0.04
C10 -0.28 5.03 0.00
C11 0.94 4.41 0.00
C12 1.04 3.02 -0.10
C13 -0.08 2.21 -0.20
C14 -1.35 2.84 -0.12
H7 -4.70 2.13 -0.04
H8 -4.85 4.60 0.08
H9 -2.79 5.95 0.07
H10 -0.35 6.11 0.05
H11 1.85 5.00 0.06
H12 2.03 2.57 -0.11
C15 1.39 -2.79 -0.01
C16 1.35 -4.33 -0.04
N1 -0.03 -4.80 -0.03
C17 -0.71 -4.27 -1.20
C18 -0.68 -2.72 -1.19
N2 0.02 -2.24 0.00
C19 -0.67 -2.75 1.19
C20 -0.68 -4.30 1.17
H13 1.90 -2.39 -0.89
H14 1.91 -2.42 0.87
H15 1.86 -4.75 0.83
H16 1.83 -4.72 -0.94
H17 -1.74 -4.65 -1.19
H18 -0.21 -4.67 -2.09
H19 -1.70 -2.32 -1.18
H20 -0.17 -2.33 -2.08
H21 -1.68 -2.34 1.20
H22 -0.15 -2.37 2.07
H23 -1.71 -4.68 1.18
H24 -0.16 -4.71 2.03

Values from the calculation:
E_HOMO (alpha / beta), eV: -2.6 / -2.6
Kohn-Sham gap (alpha / beta), eV: 5.206 / 5.193
Net charge: -1
E_LUMO (alpha / beta), eV: 2.624 / 2.614

Atom charges from the Mulliken analysis, given in e for atoms 1 to 6: -0.65 -1.75 0.62 -0.46 0.53 -1.46